Entry 1:
ORCA calculation (wB97M-V/def2-TZVPD) on the molecule C24H29ClN4O4.

Cartesian coordinates (Å):
C  -3.123  -3.826  1.864
C  -2.930  -2.524  1.774
C  -1.865  -1.777  2.525
N  -1.090  -0.889  1.676
C  0.130  -1.149  1.178
O  0.813  -0.268  0.658
C  0.658  -2.570  1.176
H  0.475  -3.080  2.121
C  0.027  -3.391  0.046
C  0.110  -2.862  -1.384
O  -0.563  -3.376  -2.252
N  0.991  -1.853  -1.615
C  1.172  -1.235  -2.836
N  1.899  -0.143  -2.901
O  1.920  0.236  -4.203
C  1.200  -0.630  -4.936
C  0.696  -1.602  -4.121
H  0.085  -2.442  -4.367
C  1.081  -0.394  -6.394
H  0.655  -1.269  -6.876
H  0.437  0.464  -6.580
H  2.059  -0.179  -6.819
H  1.394  -1.321  -0.848
H  0.499  -4.378  0.025
H  -1.034  -3.557  0.248
H  1.739  -2.509  1.034
C  -1.707  0.416  1.400
C  -1.560  0.788  -0.060
C  -1.230  2.069  -0.481
C  -1.125  2.365  -1.829
C  -1.366  1.376  -2.767
C  -1.726  0.099  -2.371
C  -1.823  -0.183  -1.022
H  -2.103  -1.182  -0.724
H  -1.925  -0.668  -3.102
Cl  -1.237  1.742  -4.447
H  -0.856  3.360  -2.149
H  -1.058  2.850  0.242
C  -1.200  1.461  2.423
O  -1.926  1.847  3.319
N  0.068  1.832  2.241
H  0.593  1.394  1.490
C  0.780  2.744  3.106
H  0.091  3.035  3.902
C  1.317  3.936  2.310
C  2.567  3.394  1.604
C  3.032  2.182  2.435
H  2.978  1.274  1.835
H  4.060  2.294  2.774
C  2.064  2.091  3.622
H  2.439  2.664  4.470
H  1.898  1.064  3.946
H  3.340  4.158  1.539
H  2.325  3.083  0.588
H  0.579  4.328  1.611
H  1.583  4.733  3.005
H  -2.778  0.304  1.607
H  -1.205  -2.479  3.037
H  -2.339  -1.152  3.292
H  -3.568  -1.917  1.145
H  -3.910  -4.323  1.325
H  -2.506  -4.452  2.490

Properties
E_tot ... -52031.9496 eV
Molar mass ... 472.97 g mol⁻¹
SMILES ... C=CCN(C(=O)CCC(=O)Nc1cc(C)on1)[C@@H](C(=O)NC1CCCC1)c1ccc(Cl)cc1

***

Entry 2:
ORCA calculation (wB97M-V/def2-TZVPD) on a structure of composition C24H29FMoN4.

Cartesian coordinates (Å):
Mo  -0.155  -0.206  -0.324
C  2.381  0.267  -1.919
N  1.940  -0.740  -0.925
C  2.028  -2.091  -1.504
C  2.730  -0.558  0.299
C  3.948  -1.184  0.479
C  4.678  -0.998  1.646
C  4.158  -0.175  2.631
C  2.941  0.467  2.456
C  2.202  0.305  1.282
N  0.936  0.840  1.030
C  0.212  1.615  1.947
C  0.752  2.659  2.699
C  -0.034  3.383  3.583
C  -1.381  3.086  3.731
C  -1.938  2.078  2.958
C  -1.164  1.366  2.060
N  -1.750  0.341  1.184
C  -2.906  0.901  0.443
C  -2.210  -0.823  1.972
H  3.426  0.092  -2.192
H  2.288  1.256  -1.481
H  1.753  0.203  -2.806
H  3.033  -2.315  -1.873
H  1.333  -2.141  -2.340
H  1.725  -2.819  -0.757
H  4.334  -1.839  -0.291
H  5.626  -1.500  1.781
H  4.697  -0.032  3.560
H  2.548  1.074  3.259
H  1.796  2.914  2.571
H  0.411  4.188  4.154
H  -1.996  3.640  4.428
H  -2.994  1.855  3.054
H  -3.720  1.159  1.126
H  -3.259  0.157  -0.267
H  -2.602  1.791  -0.100
H  -2.973  -0.525  2.697
H  -1.366  -1.270  2.492
H  -2.614  -1.569  1.293
C  -0.321  3.158  -1.509
C  -1.027  2.597  -2.710
C  -1.468  3.434  -3.726
C  -2.101  2.921  -4.848
C  -2.303  1.555  -4.962
C  -1.887  0.686  -3.964
C  -2.126  -0.795  -4.064
C  -1.242  1.209  -2.830
N  -0.842  0.341  -1.821
H  -0.493  4.231  -1.422
H  0.756  2.997  -1.569
H  -0.655  2.681  -0.583
H  -1.311  4.503  -3.639
H  -2.433  3.587  -5.635
H  -2.796  1.156  -5.841
H  -2.394  -1.082  -5.080
H  -2.938  -1.100  -3.399
H  -1.246  -1.354  -3.749
F  -0.365  -2.091  0.239

Properties
E_tot ... -35893.9575 eV
Molar mass ... 488.46 g mol⁻¹

***

Entry 3:
ORCA calculation (wB97M-V/def2-TZVPD) on the molecule C24H29FN4O4.

Cartesian coordinates (Å):
C  -2.116  -7.376  -0.101
C  -2.212  -6.714  1.268
C  -3.372  -5.719  1.357
N  -3.190  -4.591  0.477
C  -2.908  -3.353  0.881
O  -2.815  -2.964  2.034
C  -2.701  -2.399  -0.302
O  -2.729  -2.786  -1.457
N  -2.505  -1.143  0.116
H  -2.470  -1.033  1.123
C  -2.196  -0.050  -0.767
H  -2.634  -0.308  -1.735
H  -2.653  0.872  -0.402
C  -0.679  0.162  -0.979
N  -0.080  1.060  0.004
C  -0.363  0.732  1.389
H  -1.440  0.740  1.554
C  0.250  1.802  2.291
N  1.681  1.868  2.096
C  2.503  2.303  3.123
C  3.538  3.222  2.916
C  4.387  3.586  3.945
C  4.202  3.039  5.199
C  3.190  2.129  5.441
C  2.354  1.763  4.407
H  1.585  1.030  4.595
H  3.071  1.708  6.427
F  5.028  3.399  6.210
H  5.181  4.297  3.781
H  3.680  3.676  1.949
C  1.986  2.178  0.719
C  1.362  1.109  -0.176
H  1.578  1.343  -1.220
H  1.822  0.134  0.066
H  3.066  2.161  0.570
H  1.594  3.165  0.427
H  0.018  1.579  3.331
H  -0.208  2.772  2.033
H  0.041  -0.257  1.668
C  -0.500  0.741  -2.365
C  -0.672  2.102  -2.570
C  -0.561  2.674  -3.833
C  -0.283  1.829  -4.880
C  -0.118  0.457  -4.682
C  -0.221  -0.111  -3.436
H  -0.101  -1.172  -3.297
O  0.151  -0.145  -5.882
C  0.140  0.886  -6.844
O  -0.122  2.119  -6.209
H  1.119  0.932  -7.348
H  -0.643  0.684  -7.593
H  -0.690  3.732  -3.991
H  -0.883  2.727  -1.717
H  -0.205  -0.837  -0.943
H  -3.203  -4.734  -0.526
H  -4.312  -6.220  1.105
H  -3.441  -5.314  2.370
H  -2.361  -7.477  2.033
H  -1.280  -6.191  1.492
H  -1.324  -8.120  -0.104
H  -3.051  -7.872  -0.352
H  -1.892  -6.645  -0.875

Properties
E_tot ... -42227.1279 eV
Molar mass ... 456.52 g mol⁻¹
SMILES ... CCCNC(=O)C(=O)NC[C@@H](c1ccc2c(c1)OCO2)N1CCN(c2ccc(F)cc2)CC1

***

What is the molar mass in the first record?
472.97 g mol⁻¹

***

The highest E_tot belongs to which entry?
C24H29FMoN4